{
  "formula": "C11H29Br4N7O14",
  "method": "ωB97M-V with the def2-TZVPD basis set",
  "elements": ["C", "N", "O", "O", "H", "H", "H", "C", "N", "O", "O", "H", "H", "H", "C", "N", "O", "O", "H", "H", "H", "C", "N", "O", "O", "H", "H", "H", "C", "N", "O", "O", "H", "H", "H", "C", "N", "O", "O", "H", "H", "H", "C", "N", "O", "O", "H", "H", "H", "Br", "C", "C", "Br", "H", "H", "H", "H", "Br", "C", "C", "Br", "H", "H", "H", "H"],
  "xyz": [[24.348, -11.614, -17.507], [23.783, -10.245, -17.653], [22.676, -10.045, -17.231], [24.502, -9.405, -18.108], [23.647, -12.358, -17.860], [24.632, -11.657, -16.457], [25.249, -11.693, -18.100], [31.441, -10.819, -13.579], [31.493, -12.267, -13.896], [32.484, -12.888, -13.571], [30.521, -12.737, -14.472], [32.161, -10.628, -12.797], [30.417, -10.636, -13.266], [31.606, -10.250, -14.487], [32.680, -8.579, -20.246], [32.882, -7.112, -20.074], [33.291, -6.490, -21.007], [32.584, -6.626, -19.019], [31.833, -8.867, -19.631], [33.583, -9.103, -19.971], [32.379, -8.678, -21.286], [28.931, -12.102, -17.208], [29.833, -11.701, -18.314], [29.627, -10.608, -18.792], [30.744, -12.426, -18.642], [29.237, -11.612, -16.288], [28.938, -13.178, -17.070], [27.938, -11.761, -17.484], [33.544, -13.447, -16.601], [33.386, -14.337, -17.791], [34.125, -14.169, -18.725], [32.526, -15.184, -17.716], [33.425, -14.028, -15.701], [32.801, -12.664, -16.728], [34.529, -13.005, -16.703], [30.120, -6.009, -16.047], [29.960, -7.496, -15.998], [30.812, -8.169, -16.548], [29.012, -7.945, -15.419], [30.359, -5.672, -15.042], [29.113, -5.656, -16.246], [30.842, -5.816, -16.823], [26.924, -13.360, -21.291], [25.534, -13.500, -20.765], [25.109, -14.669, -20.707], [24.876, -12.465, -20.546], [27.042, -12.400, -21.786], [26.980, -14.166, -22.001], [27.635, -13.473, -20.492], [28.230, -9.592, -21.798], [28.264, -7.722, -21.228], [28.731, -7.689, -19.796], [28.488, -5.866, -19.120], [27.249, -7.317, -21.250], [28.799, -7.078, -21.918], [29.784, -7.940, -19.775], [28.163, -8.314, -19.130], [29.629, -14.853, -22.509], [31.101, -14.978, -21.250], [30.968, -16.052, -20.201], [29.591, -15.635, -18.879], [31.202, -14.016, -20.765], [31.976, -15.178, -21.861], [31.909, -16.207, -19.683], [30.726, -17.026, -20.621]],
  "lowdin_charge": [0.0369, -0.4700, 0.0736, 0.0721, 0.0984, 0.1035, 0.0627, 0.0556, -0.4352, 0.0668, 0.0486, 0.0977, 0.1024, 0.0932, 0.0590, -0.4730, 0.0810, 0.0564, 0.0704, 0.1024, 0.1010, 0.0499, -0.4239, 0.0270, 0.0311, 0.0857, 0.0708, 0.0920, 0.0519, -0.4421, 0.0752, 0.0179, 0.0864, 0.0870, 0.0977, 0.0186, -0.4562, 0.0363, 0.0641, 0.1020, 0.0582, 0.0771, -0.0191, -0.3943, 0.0529, 0.0335, 0.0567, 0.0383, 0.0599, 0.6557, -0.6879, -0.6896, 0.6909, 0.0515, 0.0626, 0.0258, 0.0440, 0.6886, -0.6776, -0.6543, 0.6590, 0.0357, 0.0608, 0.0397, 0.0570],
  "relative_energy_kj_mol": 0.0,
  "charge": 0,
  "spin_multiplicity": 1,
  "lumo_ev": -0.4,
  "homo_ev": -10.1,
  "smiles": "C[N+](=O)[O-].C[N+](=O)[O-].C[N+](=O)[O-].C[N+](=O)[O-].C[N+](=O)[O-].C[N+](=O)[O-].C[N+](=O)[O-].BrCCBr.BrCCBr"
}

=====

{
  "formula": "C11H29Cl18N2O3PSi",
  "method": "ωB97M-V with the def2-TZVPD basis set",
  "elements": ["N", "C", "Si", "N", "C", "O", "O", "P", "O", "H", "H", "H", "H", "H", "H", "H", "H", "H", "H", "H", "C", "Cl", "Cl", "H", "H", "C", "Cl", "Cl", "H", "H", "C", "Cl", "Cl", "H", "H", "C", "Cl", "Cl", "H", "H", "C", "Cl", "Cl", "H", "H", "C", "Cl", "Cl", "H", "H", "C", "Cl", "Cl", "H", "H", "C", "Cl", "Cl", "H", "H", "C", "Cl", "Cl", "H", "H"],
  "xyz": [[2.549, -3.384, 0.873], [2.178, -2.266, 1.841], [2.174, -0.543, 0.925], [2.370, 0.826, 2.043], [0.443, -0.294, 0.085], [-0.333, 0.718, 0.773], [-1.691, 0.570, 0.454], [3.818, -0.583, -0.562], [4.900, 0.403, -0.043], [3.567, -3.394, 0.811], [2.162, -3.123, -0.036], [1.123, -2.385, 2.216], [2.946, -2.292, 2.654], [3.381, 0.904, 2.200], [2.071, 1.690, 1.584], [-0.103, -1.271, 0.231], [0.528, -0.041, -1.016], [-1.716, 0.113, -0.409], [3.264, -0.140, -1.820], [4.383, -1.867, -0.795], [-3.984, 2.741, 0.473], [-4.458, 3.082, -1.196], [-4.059, 4.201, 1.472], [-4.659, 1.996, 0.887], [-2.967, 2.362, 0.480], [0.091, -6.313, 0.499], [-0.463, -5.936, 2.135], [-0.263, -4.991, -0.621], [1.165, -6.479, 0.521], [-0.416, -7.210, 0.154], [6.567, -0.052, 2.923], [7.867, -0.369, 4.080], [5.513, -1.459, 2.741], [5.976, 0.788, 3.278], [7.003, 0.186, 1.956], [-7.467, 5.223, 1.226], [-8.745, 4.555, 2.249], [-7.593, 6.982, 1.107], [-6.502, 4.968, 1.656], [-7.552, 4.795, 0.230], [-6.914, 3.292, -4.754], [-5.165, 3.521, -4.626], [-7.507, 2.170, -3.524], [-7.406, 4.255, -4.621], [-7.145, 2.891, -5.738], [-3.546, -3.240, 2.159], [-4.324, -3.681, 0.635], [-1.991, -2.448, 1.881], [-4.195, -2.559, 2.703], [-3.381, -4.141, 2.745], [11.166, -1.292, 2.445], [10.400, -1.751, 0.919], [12.723, -0.503, 2.167], [10.512, -0.605, 2.975], [11.325, -2.185, 3.043], [4.650, -4.927, -3.009], [3.628, -4.558, -4.402], [3.893, -4.397, -1.500], [4.810, -6.001, -2.963], [5.602, -4.415, -3.124], [-7.991, 7.680, -4.426], [-8.030, 7.827, -2.667], [-8.618, 6.111, -4.953], [-8.603, 8.466, -4.860], [-6.963, 7.780, -4.766]],
  "lowdin_charge": [-0.1067, -0.3228, 0.4787, -0.0637, -0.2724, -0.2231, -0.0873, 0.6125, -0.5746, -0.0095, -0.0231, 0.0595, 0.0338, 0.0048, 0.0372, 0.0515, 0.0952, 0.0984, -0.0152, -0.0686, -1.0062, 0.4926, 0.5433, 0.0344, -0.0077, -1.0125, 0.4994, 0.4909, 0.0224, 0.0253, -1.0015, 0.5302, 0.5483, 0.0298, 0.0273, -1.0441, 0.4962, 0.4892, -0.0526, 0.0253, -1.0507, 0.4859, 0.4945, -0.1003, 0.0293, -1.0118, 0.5031, 0.5285, 0.0281, 0.0201, -1.0447, 0.4913, 0.4996, -0.0224, 0.0279, -0.9973, 0.5118, 0.5711, 0.0284, 0.0300, -0.9972, 0.5107, 0.5717, 0.0272, 0.0307],
  "charge": 0,
  "spin_multiplicity": 1,
  "lumo_ev": 0.0,
  "homo_ev": -9.4,
  "smiles": "NC[Si@](N)(COO)[PH2]=O.ClCCl.ClCCl.ClCCl.ClCCl.ClCCl.ClCCl.ClCCl.ClCCl.ClCCl"
}

=====

{
  "formula": "C11H29N6O2",
  "method": "ωB97M-V with the def2-TZVPD basis set",
  "elements": ["N", "C", "C", "C", "C", "N", "C", "N", "N", "H", "H", "H", "H", "H", "H", "H", "H", "H", "H", "H", "H", "H", "H", "H", "C", "C", "O", "N", "C", "H", "H", "H", "H", "H", "H", "H", "C", "C", "O", "N", "C", "H", "H", "H", "H", "H", "H", "H"],
  "xyz": [[0.322, 0.759, -2.252], [-0.320, -0.406, -1.640], [0.336, -1.757, -2.042], [1.664, -1.610, -2.765], [2.052, -2.844, -3.590], [0.939, -3.139, -4.540], [1.247, -3.755, -5.663], [0.262, -3.799, -6.664], [2.434, -4.348, -5.895], [0.021, 1.565, -1.706], [-0.084, 0.921, -3.166], [-0.299, -0.316, -0.565], [-1.363, -0.449, -1.949], [-0.404, -2.349, -2.573], [0.540, -2.295, -1.123], [2.448, -1.468, -2.031], [1.693, -0.768, -3.444], [2.997, -2.712, -4.089], [2.154, -3.673, -2.892], [0.262, -3.714, -4.031], [-0.069, -2.837, -6.767], [-0.551, -4.271, -6.254], [2.660, -5.239, -5.480], [3.092, -3.937, -6.542], [-0.310, 2.149, 1.767], [0.360, 3.081, 0.791], [-0.130, 3.359, -0.299], [1.545, 3.620, 1.161], [2.272, 3.421, 2.403], [-1.246, 1.804, 1.333], [0.325, 1.284, 1.966], [-0.526, 2.669, 2.707], [1.942, 4.234, 0.467], [2.403, 4.379, 2.905], [3.257, 3.006, 2.184], [1.741, 2.746, 3.065], [-1.743, 1.770, 6.640], [-2.060, 2.095, 5.202], [-1.371, 2.861, 4.543], [-3.150, 1.506, 4.649], [-4.082, 0.578, 5.266], [-0.852, 2.316, 6.932], [-2.565, 2.071, 7.290], [-1.555, 0.703, 6.760], [-3.305, 1.769, 3.688], [-4.085, -0.359, 4.708], [-5.087, 1.001, 5.240], [-3.811, 0.375, 6.296]],
  "lowdin_charge": [0.0033, -0.2533, -0.1894, -0.1915, -0.1521, 0.1252, -0.3870, 0.1412, 0.1881, 0.0428, 0.0744, 0.0997, 0.1033, 0.0854, 0.1081, 0.1258, 0.1004, 0.1167, 0.1298, 0.1763, 0.1137, 0.1251, 0.1432, 0.1387, -0.0176, -0.5445, 0.0018, 0.0121, -0.0663, 0.0793, 0.0860, 0.0502, 0.1411, 0.0865, 0.0818, 0.0740, -0.0057, -0.5350, 0.0101, 0.0116, -0.0712, 0.0837, 0.0877, 0.0858, 0.1394, 0.0827, 0.0857, 0.0727],
  "charge": 1,
  "spin_multiplicity": 1,
  "lumo_ev": -5.1,
  "homo_ev": -10.9
}